Entry 1:
Density functional theory data (the ωB97M-V functional and the def2-TZVPD basis) for a cluster of 2 separate species, C5H12N2O in total at a distorted geometry.

Computed properties:
total charge	0
E	-10403.2791	eV
HOMO level	-7.240	eV
strongest force on any atom	2.7	eV/Å
lowest unoccupied orbital energy	0.75	eV

Each line ends with the natural charge from an NBO analysis.
Atoms and positions in Å:
C (-1.31, -0.34, 1.72)  -0.419
N (-0.35, -0.34, 0.58)  -0.494
C (0.92, 0.37, 0.80)  0.034
C (1.97, -0.31, 1.33)  -0.493
H (-0.13, -1.30, 0.31)  0.400
H (0.74, 1.41, 1.01)  0.223
H (-2.18, -0.93, 1.44)  0.220
H (-1.62, 0.68, 1.91)  0.233
H (-0.82, -0.77, 2.60)  0.215
H (2.11, -1.37, 1.16)  0.192
H (2.83, 0.24, 1.70)  0.215
C (1.04, 0.64, -1.50)  -0.909
C (-1.01, 0.42, -0.84)  0.806
N (-1.48, -0.53, -1.72)  -0.899
O (-1.56, 1.48, -0.64)  -0.680
H (-0.81, -1.16, -2.13)  0.393
H (-2.22, -0.18, -2.32)  0.407
H (1.37, -0.38, -1.74)  0.163
H (1.88, 1.29, -1.25)  0.204
H (0.64, 1.07, -2.43)  0.192

***

Entry 2:
Density functional theory data (the ωB97M-V functional and the def2-TZVPD basis) for an isolated molecule of C14H19IN4O2S at a distorted geometry.

Computed properties:
total charge	0
E	-43816.9640	eV
HOMO level	-8.553	eV
SMILES	O=S(=O)(NCCCCc1c[nH]cn1)NCc1ccc(I)cc1
strongest force on any atom	2.4	eV/Å
lowest unoccupied orbital energy	-0.09	eV

Each line ends with the natural charge from an NBO analysis.
Atoms and positions in Å:
O (-3.78, 1.77, -1.31)  -0.925
O (-3.64, -0.12, -2.95)  -0.924
I (1.25, -3.12, 5.08)  0.096
N (3.77, 1.02, -0.04)  -0.470
C (4.21, 0.78, 1.16)  0.168
C (2.00, 0.77, 1.35)  -0.114
C (2.38, 1.05, 0.04)  0.110
C (-0.02, -2.53, 2.16)  -0.248
C (-0.90, -1.15, 3.91)  -0.265
C (-0.83, -1.84, 1.23)  -0.209
C (-1.66, -0.42, 3.02)  -0.201
C (-0.04, -2.16, 3.52)  -0.079
C (-1.59, -0.70, 1.64)  -0.026
N (3.16, 0.62, 2.07)  -0.530
N (-2.54, -0.38, -0.64)  -0.860
N (-1.48, 1.13, -2.32)  -0.849
C (-2.32, 0.22, 0.67)  -0.252
C (1.41, 1.30, -1.12)  -0.423
C (-0.76, 0.16, -3.17)  -0.233
C (1.65, 0.35, -2.27)  -0.390
C (0.69, 0.58, -3.45)  -0.406
S (-3.02, 0.66, -1.89)  2.372
H (5.22, 0.60, 1.45)  0.192
H (1.03, 0.62, 1.70)  0.215
H (0.59, -3.41, 1.88)  0.236
H (-0.95, -0.88, 4.98)  0.229
H (-0.83, -2.06, 0.18)  0.232
H (-2.29, 0.39, 3.40)  0.223
H (3.29, 0.33, 3.01)  0.416
H (-3.22, -1.11, -0.61)  0.396
H (-1.63, 2.01, -2.80)  0.394
H (-3.29, 0.47, 1.09)  0.210
H (-1.73, 1.15, 0.53)  0.235
H (1.49, 2.34, -1.37)  0.213
H (0.46, 1.02, -0.69)  0.212
H (-0.78, -0.83, -2.73)  0.215
H (-1.30, 0.07, -4.18)  0.204
H (2.70, 0.39, -2.61)  0.222
H (1.48, -0.67, -1.88)  0.195
H (0.73, 1.60, -3.78)  0.199
H (1.10, -0.01, -4.26)  0.219